(one)
C3H11NS2 | the ωB97M-V functional and the def2-TZVPD basis

Geometry (Å):
C 0.142 1.265 1.801
N 0.881 0.692 2.963
C 0.455 -0.681 3.216
H -0.938 1.314 1.973
H 0.565 2.251 1.669
H 0.295 0.612 0.941
H 1.811 0.620 2.556
H 0.982 -1.069 4.079
H 0.643 -1.329 2.351
H -0.604 -0.744 3.453
C -1.546 -0.384 -3.917
S -0.317 0.500 -2.868
S 1.101 -0.989 -2.561
H -2.380 -0.550 -3.237
H -1.124 -1.304 -4.285
H -1.925 0.276 -4.688
H 1.958 -0.480 -3.446

The HOMO-LUMO gap comes out at 9.3790 eV. Its SMILES is CNC.CSS. Its net charge is 0.

Löwdin charges in e: -0.138 -0.189 -0.168 0.075 0.069 0.060 0.086 0.067 0.072 0.072 -0.462 0.335 0.287 0.016 0.010 0.022 -0.213



(two)
C3H11NS2 | the ωB97M-V functional and the def2-TZVPD basis

Geometry (Å):
C -2.941 0.865 0.627
N -1.590 0.620 0.030
C -1.106 -0.834 -0.063
H -2.929 0.359 1.643
H -3.067 1.963 0.925
H -3.818 0.558 0.080
H -0.990 0.999 0.744
H -0.674 -1.029 -1.033
H -2.083 -1.333 0.069
H -0.537 -1.104 0.832
C 3.067 -0.970 0.027
S 2.040 0.558 -0.255
S 2.618 0.990 -2.187
H 3.322 -1.509 -0.874
H 2.468 -1.656 0.604
H 3.970 -0.720 0.569
H 2.249 2.244 -1.738

The HOMO-LUMO gap comes out at 8.6030 eV. Its SMILES is CNC.CSS. Its net charge is 0.

Löwdin charges in e: -0.161 -0.192 -0.142 0.076 0.088 0.055 0.045 0.053 0.064 0.061 -0.441 0.335 0.281 0.021 0.013 0.022 -0.178



Which of them is the most stable? Correct choice: (one).



(one)
C17H27N5O3 | the ωB97M-V functional and the def2-TZVPD basis

Geometry (Å):
C 3.360 -5.920 -0.089
C 3.456 -4.603 -0.847
C 2.103 -3.922 -0.990
C 2.202 -2.606 -1.743
N 0.908 -1.961 -1.886
C 0.287 -1.137 -1.023
C -0.923 -0.893 -1.626
C -2.081 -0.090 -1.093
C -2.882 -0.936 -0.103
C -3.079 0.257 -2.206
O -2.616 1.177 -3.163
C -2.268 2.385 -2.533
C -1.143 2.142 -1.553
N -1.559 1.182 -0.525
C -1.110 1.294 0.755
O -1.146 0.398 1.582
C -0.540 2.658 1.168
O 0.733 2.869 0.521
N 1.617 3.450 1.442
C 1.095 3.429 2.598
C 1.790 3.970 3.795
C -0.254 2.760 2.650
C -1.325 3.479 3.451
N -0.974 -1.593 -2.779
N 0.140 -2.234 -2.935
H 4.336 -6.397 -0.001
H 2.972 -5.765 0.920
H 2.692 -6.618 -0.598
H 4.152 -3.934 -0.332
H 3.879 -4.783 -1.840
H 1.408 -4.578 -1.519
H 1.673 -3.740 0.000
H 2.870 -1.910 -1.233
H 2.593 -2.763 -2.748
H 0.727 -0.807 -0.099
H -3.413 -1.703 -0.672
H -2.250 -1.432 0.622
H -3.613 -0.332 0.436
H -3.342 -0.651 -2.742
H -3.988 0.651 -1.727
H -1.955 3.085 -3.308
H -3.140 2.815 -2.016
H -0.303 1.711 -2.106
H -0.815 3.078 -1.119
H -1.237 3.449 0.856
H 1.659 3.301 4.646
H 2.854 4.092 3.602
H 1.374 4.943 4.065
H -0.113 1.759 3.071
H -1.061 3.533 4.508
H -1.478 4.498 3.087
H -2.272 2.944 3.376

The HOMO-LUMO gap comes out at 9.9548 eV. Its SMILES is CCCCn1cc([C@]2(C)COCCN2C(=O)[C@@H]2ON=C(C)[C@H]2C)nn1. Its net charge is 0.

Löwdin charges in e: -0.117 -0.278 -0.208 -0.144 -0.145 0.021 -0.226 -0.370 -0.014 -0.164 -0.100 -0.184 -0.103 0.050 -0.366 0.066 -0.202 -0.095 0.132 -0.314 -0.021 -0.261 -0.037 0.086 0.051 0.069 0.073 0.074 0.110 0.111 0.121 0.119 0.129 0.126 0.136 0.097 0.078 0.095 0.129 0.136 0.131 0.131 0.142 0.114 0.156 0.087 0.083 0.087 0.151 0.080 0.089 0.087



(two)
C17H27N5O3 | the ωB97M-V functional and the def2-TZVPD basis

Geometry (Å):
C 2.026 6.257 -0.066
C 0.824 5.531 -0.685
C 0.901 4.004 -0.508
C -0.307 3.274 -1.131
N -0.205 1.837 -0.938
C -0.684 1.073 0.092
C -0.266 -0.230 -0.181
C -0.527 -1.520 0.628
C -2.057 -1.595 0.921
C 0.126 -1.416 2.045
O 1.543 -1.445 2.026
C 2.014 -2.685 1.535
C 1.582 -2.872 0.072
N 0.098 -2.738 -0.029
C -0.553 -3.476 -0.989
O -1.760 -3.347 -1.207
C 0.182 -4.613 -1.770
O 1.338 -4.129 -2.441
N 1.460 -4.761 -3.697
C 0.432 -5.446 -3.963
C 0.248 -6.319 -5.182
C -0.624 -5.262 -2.909
C -1.394 -6.532 -2.486
N 0.443 -0.200 -1.305
N 0.500 1.094 -1.786
H 1.946 7.336 -0.207
H 2.098 6.069 1.006
H 2.963 5.936 -0.524
H -0.095 5.911 -0.235
H 0.767 5.777 -1.747
H 1.823 3.632 -0.962
H 0.970 3.763 0.555
H -1.248 3.615 -0.699
H -0.370 3.474 -2.202
H -1.258 1.505 0.897
H -2.386 -0.824 1.617
H -2.649 -1.446 0.017
H -2.338 -2.562 1.340
H -0.169 -0.486 2.533
H -0.239 -2.212 2.700
H 3.103 -2.696 1.603
H 1.662 -3.510 2.157
H 2.019 -2.076 -0.532
H 1.965 -3.854 -0.203
H 0.480 -5.350 -1.024
H -0.733 -6.160 -5.628
H 1.000 -6.098 -5.940
H 0.337 -7.372 -4.916
H -1.341 -4.548 -3.322
H -1.960 -6.954 -3.318
H -0.725 -7.307 -2.110
H -2.110 -6.302 -1.696

The HOMO-LUMO gap comes out at 9.6842 eV. Its SMILES is CCCCn1cc([C@]2(C)COCCN2C(=O)[C@@H]2ON=C(C)[C@H]2C)nn1. Its net charge is 0.

Löwdin charges in e: -0.115 -0.269 -0.193 -0.139 -0.161 0.004 -0.227 -0.309 -0.028 -0.148 -0.115 -0.183 -0.098 0.053 -0.328 0.052 -0.196 -0.100 0.132 -0.307 -0.015 -0.246 -0.041 0.091 0.072 0.068 0.071 0.072 0.104 0.106 0.116 0.114 0.125 0.126 0.124 0.081 0.083 0.090 0.129 0.130 0.127 0.122 0.120 0.120 0.151 0.082 0.080 0.082 0.152 0.074 0.083 0.080



Which of them is the most stable? Correct choice: (one).



(one)
C12H15AgAsN6PS4 | the ωB97M-V functional and the def2-TZVPD basis

Geometry (Å):
Ag 0.799 0.607 1.430
C 1.309 -2.947 -3.273
N 0.486 -1.870 -3.789
C -0.512 -2.016 -4.719
C -1.039 -0.772 -4.900
N -0.404 0.135 -4.096
C 0.497 -0.553 -3.423
P 1.769 0.201 -2.347
C 1.799 -1.001 -0.991
N 0.741 -1.605 -0.466
C 1.237 -2.388 0.539
C 2.599 -2.261 0.612
N 2.950 -1.400 -0.383
C 4.308 -0.922 -0.591
C 0.779 1.541 -1.617
N -0.365 1.413 -0.972
C -0.649 2.652 -0.474
C 0.334 3.535 -0.825
N 1.230 2.825 -1.567
C 2.518 3.328 -2.006
H 1.321 -3.753 -4.006
H 0.928 -3.304 -2.317
H 2.330 -2.598 -3.121
H -0.748 -2.977 -5.145
H -1.843 -0.480 -5.557
H 0.590 -2.958 1.185
H 3.323 -2.599 1.335
H 4.938 -1.762 -0.896
H 4.678 -0.498 0.346
H 4.304 -0.163 -1.368
H -1.532 2.836 0.116
H 0.500 4.569 -0.577
H 2.420 4.391 -2.220
H 2.824 2.808 -2.912
H 3.259 3.171 -1.220
S 4.811 -0.609 2.919
As 3.471 1.083 3.058
S 1.487 0.388 3.786
S 3.024 1.823 0.996
S 4.223 2.653 4.282

The HOMO-LUMO gap comes out at 4.8958 eV. Its net charge is -2.

Löwdin charges in e: 0.322 -0.039 -0.124 -0.107 -0.182 0.054 -0.479 1.139 -0.581 0.030 -0.182 -0.099 -0.131 -0.107 -0.540 0.039 -0.181 -0.100 -0.150 -0.083 0.081 0.080 0.082 0.097 0.079 0.089 0.078 0.081 -0.031 0.042 0.088 0.112 0.082 0.060 0.010 -0.250 -0.571 -0.277 -0.095 -0.337



(two)
C12H15AgAsN6PS4 | the ωB97M-V functional and the def2-TZVPD basis

Geometry (Å):
Ag 0.668 2.001 -1.948
C -1.501 -1.509 3.498
N -1.604 -0.081 3.270
C -2.153 0.829 4.129
C -2.028 2.040 3.506
N -1.424 1.897 2.296
C -1.167 0.612 2.162
P -0.368 -0.302 0.799
C 1.215 0.564 0.622
N 1.424 1.861 0.464
C 2.769 1.995 0.274
C 3.376 0.769 0.324
N 2.389 -0.132 0.578
C 2.542 -1.577 0.476
C -1.362 0.200 -0.637
N -1.676 1.422 -1.034
C -2.362 1.263 -2.202
C -2.465 -0.067 -2.510
N -1.848 -0.738 -1.501
C -1.502 -2.153 -1.538
H -1.946 -1.742 4.464
H -0.460 -1.829 3.499
H -2.023 -2.066 2.722
H -2.570 0.536 5.078
H -2.344 3.007 3.868
H 3.220 2.952 0.074
H 4.390 0.462 0.135
H 3.599 -1.817 0.580
H 2.214 -1.890 -0.519
H 1.978 -2.065 1.270
H -2.709 2.107 -2.773
H -2.859 -0.577 -3.372
H -2.160 -2.647 -2.251
H -1.640 -2.592 -0.553
H -0.471 -2.250 -1.892
S 4.351 0.112 -4.172
As 2.234 0.265 -4.351
S 1.608 2.385 -4.177
S 1.312 -0.662 -2.562
S 1.356 -0.585 -6.093

The HOMO-LUMO gap comes out at 4.0634 eV. Its net charge is -2.

Löwdin charges in e: 0.369 -0.066 -0.155 -0.108 -0.172 0.082 -0.453 1.140 -0.542 0.013 -0.168 -0.077 -0.151 -0.085 -0.539 0.019 -0.168 -0.080 -0.154 -0.091 0.078 0.077 0.076 0.097 0.085 0.094 0.116 0.083 0.003 0.058 0.093 0.116 0.082 0.057 -0.009 -0.365 -0.636 -0.291 -0.067 -0.361



Which of them is the most stable? Correct choice: (one).



(one)
C4H6Cl2 | the ωB97M-V functional and the def2-TZVPD basis

Geometry (Å):
C -0.168 1.638 -0.045
C 0.630 0.556 0.684
C 0.383 -0.745 0.617
Cl 1.469 -1.877 1.355
C -0.551 -1.369 -0.397
Cl 0.309 -1.722 -1.926
H 0.437 2.569 -0.284
H -0.558 1.238 -0.986
H -1.113 1.950 0.487
H 1.515 0.661 1.275
H -1.069 -2.375 -0.211
H -1.283 -0.523 -0.569

The HOMO-LUMO gap comes out at 10.3575 eV. Its SMILES is C/C=C(/Cl)CCl. Its net charge is 0.

Löwdin charges in e: -0.087 -0.179 -0.789 0.650 -0.617 0.537 0.094 0.052 0.093 0.082 0.092 0.072



(two)
C4H6Cl2 | the ωB97M-V functional and the def2-TZVPD basis

Geometry (Å):
C -0.109 -0.175 -0.212
C 0.014 2.188 0.670
C -1.020 -1.120 0.410
C 1.202 -0.604 -0.665
Cl 0.707 3.061 -0.611
Cl -1.633 2.597 0.863
H -1.235 -0.741 1.411
H -0.674 -2.159 0.445
H -1.972 -1.055 -0.122
H 1.332 -1.680 -0.825
H 1.850 -0.289 0.162
H 1.537 -0.024 -1.526

The HOMO-LUMO gap (spin up / spin down) comes out at 7.2962 / 7.2494 eV. Its net charge is 0.

Löwdin charges in e: -0.127 -1.066 -0.131 -0.137 0.478 0.462 0.093 0.073 0.094 0.077 0.111 0.073



(three)
C4H6Cl2 | the ωB97M-V functional and the def2-TZVPD basis

Geometry (Å):
Cl -2.160 -0.770 0.100
C -1.757 0.794 -0.432
C -0.139 1.032 -0.351
C 0.427 0.752 1.119
C 0.744 -0.161 -0.111
Cl 2.583 -0.386 -0.184
H -2.410 1.494 -0.024
H -1.952 0.897 -1.647
H 0.147 1.949 -1.089
H -0.156 0.398 1.764
H 1.368 1.462 1.291
H 0.169 -1.043 -0.215

The HOMO-LUMO gap comes out at 10.6673 eV. Its SMILES is ClC[C@H]1C[C@@H]1Cl. Its net charge is 0.

Löwdin charges in e: 0.655 -0.608 -0.296 -0.116 -0.631 0.516 0.032 0.126 0.173 -0.009 0.135 0.023



(four)
C4H6Cl2 | the ωB97M-V functional and the def2-TZVPD basis

Geometry (Å):
C -1.670 1.275 -0.605
C -0.654 0.319 -0.098
Cl -1.212 -1.359 0.031
C -0.053 0.856 1.197
C 0.721 0.773 -0.089
Cl 2.144 -0.246 -0.215
H -1.568 2.302 -0.188
H -1.847 1.230 -1.684
H -2.575 0.882 -0.272
H 0.100 0.148 2.011
H -0.724 1.657 1.458
H 0.711 1.724 -0.620

The HOMO-LUMO gap comes out at 10.5497 eV. Its SMILES is C[C@]1(Cl)C[C@H]1Cl. Its net charge is 0.

Löwdin charges in e: -0.105 -0.900 0.650 -0.142 -0.696 0.636 0.106 0.094 0.047 0.106 0.091 0.113



Which of them is the most stable? Correct choice: (one).